1.
Formula: C24H78N20O13
Source: the OMol25 dataset
Level of theory: ωB97M-V/def2-TZVPD

XYZ file:
```
135
Properties=species:S:1:pos:R:3:forces:R:3
C -31.936060 27.205040 4.445080 -2.151 0.003 -1.532
O -32.058220 27.564930 3.289070 -1.942 0.675 -0.956
N -30.724450 27.098690 4.858530 4.648 -0.663 2.764
N -32.929540 26.861990 5.322640 -0.001 0.085 -0.514
H -30.457930 26.629810 5.712480 0.055 0.325 -0.023
H -30.018410 27.596400 4.335190 -0.156 -0.410 0.082
H -32.673400 26.585870 6.259800 -0.575 0.156 -0.233
H -33.871700 26.963510 4.973160 0.215 -0.220 0.486
C -18.647420 26.067040 5.141800 5.242 -5.949 -2.088
O -18.174800 25.007300 4.594460 -0.593 2.935 1.482
N -19.753690 26.573420 4.768340 -4.570 1.369 -1.256
N -18.080570 26.802070 6.086590 0.897 1.232 2.186
H -19.955370 26.477900 3.783300 -0.898 0.127 0.466
H -20.153560 27.159780 5.486930 -0.942 0.447 -1.333
H -18.670390 27.604550 6.254640 1.171 0.404 0.505
H -17.089450 26.879150 6.265030 -0.381 -0.484 -0.010
C -21.640040 25.317420 -0.188350 0.047 2.553 0.743
O -21.414410 26.358350 0.421570 0.403 -0.444 0.074
N -21.739970 24.124350 0.341350 0.285 -3.112 2.711
N -21.883060 25.270580 -1.492290 -0.731 0.483 -2.961
H -21.882600 23.276390 -0.188460 0.232 0.408 -0.069
H -21.301130 23.986210 1.240480 -0.292 0.071 -0.010
H -22.007210 26.168850 -1.937030 -0.103 -0.156 0.052
H -22.546440 24.554520 -1.751700 0.168 0.219 -0.438
C -22.920710 22.540970 9.570080 1.636 2.831 1.125
O -22.377310 22.620420 10.645970 0.830 -0.285 1.083
N -22.866210 23.385310 8.588960 1.834 4.386 -3.157
N -23.814180 21.710620 9.209690 -4.433 -7.386 0.964
H -23.391250 23.148220 7.759370 0.512 0.796 -0.016
H -22.278490 24.206050 8.621620 -0.150 -0.239 -0.165
H -23.736690 20.891110 9.794940 -0.658 -0.350 -0.099
H -24.130840 21.502870 8.273390 0.359 0.324 0.140
C -26.518260 22.124270 4.700930 1.491 0.178 0.037
O -25.392630 22.255820 5.131950 1.252 -0.541 0.632
N -26.998420 21.145280 3.971720 0.875 -3.942 -1.698
N -27.454310 22.979920 4.843080 -3.371 5.052 1.582
H -26.438330 20.323570 4.148320 -0.613 -0.527 -0.745
H -27.991160 21.110790 3.789030 0.491 -0.634 0.162
H -27.257440 23.810280 5.383290 -0.308 0.051 -0.268
H -28.321100 22.894490 4.331720 0.226 0.437 0.463
C -26.691190 35.013770 5.325060 1.279 -1.984 -2.210
O -27.036960 33.900300 5.111920 -2.425 -3.742 0.627
N -27.385230 36.090250 5.316520 -4.188 4.326 0.844
N -25.435130 35.319690 5.192810 4.866 1.478 0.627
H -28.382400 36.061430 5.158690 0.270 0.070 0.312
H -26.936960 36.929090 5.656390 -0.699 -0.049 -0.070
H -25.296380 36.268440 4.875430 1.068 -0.570 0.044
H -24.741720 34.587660 5.134440 -0.116 0.409 -0.207
C -25.714690 27.768950 5.160920 0.390 -1.472 0.459
O -25.973210 27.339790 6.271030 -0.319 0.107 0.650
N -26.357400 28.714440 4.513600 -1.429 2.269 -0.189
N -24.772540 27.210640 4.396420 1.736 -1.859 -0.423
H -26.000550 28.941040 3.596310 -0.459 0.622 0.254
H -26.764130 29.390190 5.144500 -0.243 0.370 -0.680
H -24.379250 27.596570 3.549960 -0.255 -0.258 0.227
H -24.571420 26.265610 4.690640 0.572 0.209 -0.374
C -28.962030 24.008880 9.295730 -2.098 -0.344 -1.259
O -29.674510 24.619780 8.537790 -0.496 1.747 -1.060
N -27.674630 24.082100 9.455700 5.249 1.872 -0.395
N -29.434110 23.059020 10.052990 -1.625 -3.414 2.864
H -27.170160 24.855940 9.047320 -0.256 -0.097 -0.214
H -27.065540 23.307870 9.678600 -0.491 0.051 0.154
H -30.406030 22.788050 10.098110 0.336 0.274 -0.286
H -28.781630 22.610160 10.679820 -0.595 -0.022 0.091
C -27.749300 25.477240 -1.110760 -0.326 -0.843 0.905
C -27.643460 26.237930 -2.389160 -0.472 0.886 -1.305
C -28.267860 25.625810 -3.707430 0.754 -0.168 0.792
O -29.684090 25.460230 -3.817570 0.399 -0.139 1.867
C -30.264470 25.967500 -4.974260 0.388 0.038 -1.200
N -28.238730 27.535550 -2.151190 -0.790 0.678 0.347
H -27.195840 24.541300 -1.034700 -0.273 -0.289 -0.628
H -28.811590 25.323350 -0.921070 -0.064 -0.441 0.136
H -27.379510 25.993640 -0.224940 0.043 0.690 -0.325
H -26.599950 26.438950 -2.631520 0.226 -0.338 -0.228
H -27.741030 24.672650 -3.752550 -0.322 -0.451 -0.734
H -27.940260 26.290560 -4.506740 0.193 -0.098 -0.162
H -30.388640 27.050040 -5.002680 0.248 0.285 0.281
H -31.253220 25.562730 -5.190210 0.057 -0.372 0.568
H -29.620990 25.667850 -5.801450 -0.099 0.192 -0.482
H -29.191770 27.315820 -1.899090 -0.433 0.149 0.637
H -28.420880 28.009610 -3.024230 0.512 0.272 -0.408
C -28.000770 28.581670 13.272610 0.813 0.622 -0.833
C -29.020550 28.421350 12.178980 -1.901 -0.865 -1.259
C -30.488700 28.824040 12.458110 0.662 -0.511 0.762
O -31.313690 28.519970 11.346540 -0.423 0.070 -0.522
C -32.172820 27.365480 11.527620 0.938 1.448 0.708
N -28.636810 29.068040 10.926490 1.206 0.606 -0.134
H -27.716220 29.633880 13.271610 -0.104 0.146 0.692
H -27.104980 28.084950 12.899870 0.188 -0.137 0.099
H -28.200940 28.144150 14.250670 -0.432 0.273 -0.104
H -29.048190 27.363220 11.918790 -0.408 -0.587 0.473
H -30.585990 29.866670 12.760680 0.105 0.385 -0.638
H -30.797700 28.315370 13.371270 -0.289 -0.520 0.010
H -32.850810 27.198410 10.690660 0.530 0.218 -0.285
H -32.793980 27.663990 12.372100 -0.149 -0.823 0.339
H -31.491880 26.532330 11.701640 -0.573 -0.442 0.178
H -27.936460 28.491730 10.482090 0.486 0.118 0.023
H -29.357250 29.084010 10.218820 -0.638 -0.019 0.461
C -17.521590 27.286130 11.488660 -0.211 -0.373 0.461
C -18.887400 26.595560 11.757070 1.390 0.163 -0.262
C -20.140800 27.365190 11.355470 0.931 -0.976 0.718
O -20.240200 27.405870 9.958580 -2.223 0.731 -0.859
C -21.605110 27.772830 9.566780 0.266 -0.387 -0.527
N -18.898640 25.296570 11.097250 0.393 -0.322 -0.587
H -17.463880 28.265160 11.964330 -0.320 0.328 -0.395
H -17.261770 27.307260 10.430290 -0.209 0.275 -0.014
H -16.712850 26.751620 11.987000 -0.130 -0.447 -0.077
H -18.933910 26.418210 12.831540 -0.171 0.114 0.122
H -20.199080 28.357720 11.802230 -0.235 0.059 0.124
H -20.797890 26.613140 11.792210 -1.412 0.715 -0.121
H -21.819700 27.578090 8.516000 0.914 -0.102 -0.301
H -21.867960 28.824070 9.684680 0.463 0.177 0.490
H -22.397130 27.178300 10.022120 0.345 -0.179 0.800
H -19.615290 24.641020 11.374300 -0.179 0.116 0.747
H -19.145650 25.458850 10.131460 0.342 0.082 -0.388
C -20.695750 31.312010 3.075360 2.757 -0.131 -0.176
C -21.563260 31.125510 4.240100 -1.222 0.496 0.780
C -20.963890 31.743100 5.588970 0.100 -1.540 0.173
O -20.052270 30.780380 6.220270 0.332 1.054 0.535
C -19.339910 31.374630 7.355030 -0.523 -0.219 -0.549
N -22.799480 31.814180 3.872280 -1.155 0.809 1.269
H -21.062460 30.978920 2.104450 -0.359 0.203 0.195
H -19.787760 30.739520 3.264830 0.248 -0.202 -0.202
H -20.335430 32.340730 3.078890 -0.315 0.189 -0.544
H -21.762260 30.063610 4.384540 0.242 -0.226 0.458
H -21.738710 31.910220 6.337180 -0.513 0.049 -0.221
H -20.445610 32.696620 5.487570 0.060 0.062 -0.630
H -18.884020 30.614650 7.989610 -0.058 -0.400 -0.504
H -19.976300 31.932240 8.042190 -0.579 0.050 -0.213
H -18.559280 32.072550 7.052320 0.069 -0.043 -0.414
H -23.552470 31.633790 4.520780 0.019 0.071 0.513
H -23.245590 31.601500 2.991450 0.840 -0.333 -0.427
O -25.900840 30.186610 0.690210 0.214 -0.088 0.282
H -25.971530 31.060920 0.307040 -0.010 0.236 -0.048
H -26.545510 29.663130 0.214180 -0.227 -0.238 -0.186
```
Forces are in eV/Å.

Computed properties:
Frontier orbital gap in eV: 8.8
Lowest unoccupied orbital energy in eV: 0.08

Atomic partial charges in e from the Mulliken method, atoms 1 to 99: 0.69 -0.69 -0.28 -0.38 0.14 0.13 0.18 0.22 0.67 -0.71 -0.26 -0.31 0.16 0.15 0.07 0.24 0.58 -0.64 -0.37 -0.48 0.19 0.24 0.26 0.22 0.69 -0.67 -0.25 -0.42 0.07 0.15 0.24 0.21 0.71 -0.69 -0.45 -0.36 0.25 0.19 0.18 0.15 0.69 -0.63 -0.42 -0.42 0.21 0.20 0.17 0.20 0.71 -0.70 -0.38 -0.35 0.15 0.23 0.17 0.18 0.72 -0.66 -0.39 -0.41 0.20 0.18 0.20 0.14 -1.44 0.43 -0.73 -0.33 -0.67 -0.70 0.35 0.32 0.37 0.28 0.26 0.49 0.27 0.25 0.33 0.27 0.25 -1.46 0.93 -0.86 -0.36 -0.64 -0.78 0.36 0.33 0.37 0.02 0.38 0.39 0.23 0.31 0.26 0.24 0.29 -1.41

=====

2.
Formula: C6H9F
Source: the OMol25 dataset
Level of theory: ωB97M-V/def2-TZVPD

XYZ file:
```
16
Properties=species:S:1:pos:R:3:forces:R:3
C -0.208919 0.717644 -0.073125 -1.341 -1.202 -1.724
C -0.962927 -0.296593 -0.575519 2.526 0.638 1.096
C 0.946801 0.082098 0.638348 3.676 1.230 -0.821
C -0.386877 -1.697548 -0.245505 -2.170 0.541 0.065
C 1.070384 -1.377408 0.078287 -2.179 1.284 -1.368
C -0.545530 2.217578 -0.095193 -1.579 -2.435 1.293
F -2.177342 -0.122857 -1.051374 -0.985 -0.192 -0.757
H 1.981994 0.667268 0.410562 -2.242 -1.185 0.585
H 0.826517 0.159925 1.719891 -0.055 -0.279 0.141
H -1.007103 -1.906898 0.657762 0.618 -0.683 -0.281
H -0.508400 -2.536069 -0.980727 -0.118 1.004 0.486
H 1.465788 -1.329198 -0.964637 0.697 -0.122 1.125
H 1.384739 -2.192914 0.689340 1.178 -0.060 0.496
H -1.399651 2.488178 -0.761854 0.395 -0.540 0.878
H 0.264366 2.768060 -0.445412 1.640 1.052 -0.208
H -0.743834 2.358730 0.999150 -0.061 0.950 -1.006
```
Forces are in eV/Å.

Computed properties:
SMILES: CC1=C(F)CCC1
Frontier orbital gap in eV: 9.6
Lowest unoccupied orbital energy in eV: 1.10
Relative energy (zero: lowest compared OMol25 entry of this formula, charge and spin) in eV: 0.5720

Population analysis type Mulliken, resulting atomic charges in e: 0.15 0.41 -0.58 -0.54 -0.60 -1.12 -0.31 0.24 0.27 0.23 0.36 0.25 0.36 0.27 0.35 0.27

=====

3.
Formula: C21H26BCrN7O3
Source: the OMol25 dataset
Level of theory: ωB97M-V/def2-TZVPD

XYZ file:
```
59
Properties=species:S:1:pos:R:3:forces:R:3
Cr 0.759394 0.725751 0.022870 0.410 -0.112 0.208
C 1.849765 1.450904 -3.869497 0.018 -0.034 -0.003
C 1.698351 0.563203 -2.647557 0.016 -0.065 -0.071
O 1.938698 1.157326 -1.507651 -0.162 0.087 0.314
C 1.341058 -0.745786 -2.813268 0.028 0.025 0.004
C 1.276152 -1.695746 -1.727914 0.056 0.017 0.047
C 1.390534 -3.169688 -1.971709 0.020 0.004 -0.027
N 1.222111 -1.234684 -0.520595 -0.338 0.076 -0.034
N 1.394472 -2.049050 0.560421 0.013 -0.012 -0.018
C 1.698388 -1.261710 1.606948 0.035 -0.048 0.046
O 1.933244 0.035975 1.421553 -0.144 0.078 -0.167
C 1.745808 -1.784266 2.928042 0.006 0.026 -0.014
C 1.525704 -3.170791 3.215026 -0.006 0.011 -0.016
C 1.525208 -3.637486 4.506637 0.008 -0.010 0.004
C 1.739039 -2.781043 5.606718 -0.007 0.001 0.015
C 1.960981 -1.415632 5.337453 0.007 -0.013 0.006
C 1.971901 -0.927425 4.051010 0.005 -0.002 -0.004
H 2.288411 2.401402 -3.569930 0.030 -0.006 -0.003
H 0.871873 1.655026 -4.312146 -0.004 0.036 0.022
H 2.481804 0.984490 -4.629514 -0.029 -0.008 -0.013
H 1.200093 -1.109925 -3.824590 -0.012 0.008 -0.003
H 1.513205 -3.379689 -3.035472 -0.010 0.000 0.003
H 0.498182 -3.683045 -1.602273 0.001 0.000 0.015
H 2.235786 -3.579028 -1.411980 0.007 0.008 0.004
H 1.346891 -3.839765 2.382766 -0.008 -0.011 0.009
H 1.351214 -4.696236 4.684190 -0.006 0.001 -0.011
H 1.728997 -3.159532 6.622329 0.010 0.000 0.000
H 2.133210 -0.730305 6.164346 -0.002 0.010 -0.010
H 2.150375 0.123433 3.858674 -0.006 0.005 0.009
B -3.060008 1.254357 -2.370668 -0.075 0.019 0.138
N -2.692742 -0.186086 -1.969426 -0.046 -0.016 -0.144
C -3.340100 -1.274510 -2.423490 0.066 -0.067 -0.064
C -2.902530 -2.368419 -1.700896 -0.020 0.007 -0.002
C -1.965672 -1.825641 -0.807038 0.036 0.040 0.021
N -1.855355 -0.513559 -0.977753 0.044 0.031 0.113
N -1.877910 2.281435 -2.258864 0.093 -0.034 -0.066
C -1.970055 3.465557 -2.881524 0.015 -0.010 -0.057
C -0.810625 4.182278 -2.656978 -0.016 0.014 0.006
C -0.045809 3.324324 -1.862670 0.024 0.022 0.029
N -0.692562 2.187834 -1.614750 -0.094 -0.085 0.028
H -3.392376 1.226166 -3.544417 -0.062 0.029 0.018
H -3.990423 1.659605 -1.684236 0.057 0.005 0.055
H -4.056649 -1.189753 -3.224672 0.006 0.004 -0.006
H -3.200917 -3.397972 -1.813270 0.000 -0.003 -0.006
H -1.352505 -2.318620 -0.067475 0.060 0.009 0.025
H -2.850458 3.704962 -3.456077 -0.003 -0.014 0.000
H -0.556205 5.163751 -3.021592 0.009 -0.003 -0.004
H 0.951623 3.451511 -1.480398 0.003 -0.005 0.027
N -1.668045 0.779634 3.391197 0.115 0.003 -0.001
C -1.031528 1.065453 2.218621 -0.039 -0.011 0.026
O -0.651582 0.150196 1.498157 -0.108 -0.012 -0.250
C -0.799092 2.485106 1.802209 0.060 0.016 0.020
C 0.604826 2.526209 1.187737 0.005 0.056 -0.082
H -1.503586 -0.161509 3.722225 -0.022 -0.003 -0.012
H -1.645017 1.497192 4.094670 -0.034 0.012 -0.005
H -0.981577 3.171588 2.642720 -0.014 -0.014 0.004
H -1.547150 2.701664 1.029884 -0.009 0.000 0.008
H 1.343798 2.413936 1.988758 0.037 -0.046 -0.049
H 0.769369 3.496652 0.715114 -0.025 -0.014 -0.081
```
Forces are in eV/Å.

Computed properties:
Spin multiplicity: 5
Charge: -2
Frontier orbital gap (alpha / beta) in eV: 3.2 / 5.9
Lowest unoccupied orbital energy (alpha / beta) in eV: 4.93 / 4.91
Relative energy (zero: lowest compared OMol25 entry of this formula, charge and spin) in eV: 0.6998

Population analysis type Mulliken, resulting atomic charges in e: 0.17 -1.63 1.53 -0.75 -1.88 1.56 -1.47 1.21 -0.90 0.32 -0.83 0.56 -0.66 -0.37 -0.56 -0.52 -0.53 0.33 0.19 0.48 0.20 0.42 0.26 0.29 0.34 0.32 0.35 0.33 0.34 0.17 -0.22 -0.41 -1.22 -0.33 0.46 -0.46 -0.36 -1.39 -0.53 0.83 -0.21 -0.22 0.39 0.38 0.63 0.37 0.39 0.73 -0.56 0.32 -0.36 -0.40 -1.15 0.31 0.23 0.54 0.09 0.62 0.27

=====

no.,energy (hartree),M (Da),largest force on an atom (eV/Å)
1,-3034.438184,855.0,8.7
2,-333.835334,100.1,4.0
3,-2494.219332,487.3,0.5